Formula: C56H70BrF13O12S
Source: the Open Molecules 2025 dataset
Level of theory: ωB97M-V/def2-TZVPD

As for the SMILES: O=C1c2c(ccc(CCc3ccccc3)c2F)C(=O)c2c(Br)c(COC(F)(F)F)cc(S(=O)(=O)C(F)(F)C(F)(F)C(F)(F)C(F)(F)F)c21.C1CCOC1.C1CCOC1.C1CCOC1.C1CCOC1.C1CCOC1.C1CCOC1.C1CCOC1. The value obtained for the total energy is -7349.0939 hartree. For the HOMO energy, the calculation gives -8.92 eV.

```
153
Properties=species:S:1:pos:R:3:mulliken_charge:R:1
O -5.24 -0.77 3.28 -0.628
C -4.79 -0.67 2.17 0.615
C -4.29 -1.85 1.42 -0.118
C -4.26 -1.83 0.04 0.708
C -3.79 -2.88 -0.71 -1.393
C -3.32 -3.98 -0.05 -0.281
C -3.33 -4.05 1.33 0.121
C -2.83 -5.29 2.01 -1.378
C -1.30 -5.29 2.26 -0.624
C -0.53 -4.98 1.00 0.505
C -0.56 -5.88 -0.04 -0.187
C 0.09 -5.64 -1.23 -0.769
C 0.79 -4.46 -1.36 -0.510
C 0.84 -3.56 -0.34 -0.546
C 0.19 -3.82 0.84 -0.298
C -3.81 -2.99 2.03 0.789
F -3.81 -3.06 3.37 -0.373
C -4.75 -0.61 -0.66 -0.042
O -5.23 -0.70 -1.78 -0.714
C -4.62 0.69 0.08 1.012
C -4.51 1.89 -0.58 -0.470
Br -4.50 2.02 -2.47 -0.123
C -4.40 3.07 0.13 1.103
C -4.23 4.41 -0.55 -1.701
O -3.64 5.34 0.37 -0.293
C -2.44 5.81 -0.02 0.858
F -1.50 4.85 -0.08 -0.249
F -2.04 6.71 0.89 -0.262
F -2.49 6.43 -1.20 -0.258
C -4.44 3.01 1.49 -0.921
C -4.59 1.84 2.17 0.424
S -4.63 2.00 3.95 1.671
O -4.24 3.35 4.25 -0.767
O -3.82 1.04 4.61 -0.682
C -6.38 1.86 4.59 0.762
F -6.67 0.62 4.97 -0.212
F -6.39 2.61 5.69 -0.301
C -7.49 2.43 3.63 0.402
F -7.01 3.38 2.81 -0.252
F -8.40 3.04 4.41 -0.311
C -8.28 1.34 2.83 0.509
F -7.50 0.35 2.41 -0.078
F -9.24 0.88 3.65 -0.312
C -9.01 1.93 1.58 0.529
F -9.50 3.14 1.80 -0.254
F -10.04 1.13 1.27 -0.264
F -8.17 1.92 0.54 -0.177
C -4.66 0.66 1.46 -1.072
H -3.79 -2.80 -1.79 0.774
H -2.93 -4.79 -0.64 0.529
H -3.07 -6.16 1.39 0.414
H -3.33 -5.43 2.97 0.579
H -1.01 -4.56 3.02 0.600
H -1.01 -6.30 2.56 -0.297
H -1.11 -6.81 0.06 0.412
H 0.02 -6.36 -2.03 0.440
H 1.30 -4.28 -2.30 0.432
H 1.38 -2.63 -0.47 0.482
H 0.20 -3.09 1.64 0.417
H -5.20 4.76 -0.90 0.363
H -3.55 4.26 -1.38 0.780
H -4.36 3.93 2.06 0.852
C 0.86 -7.88 5.94 -0.548
C 0.16 -9.19 5.62 -0.568
C -0.29 -8.96 4.19 -0.351
O 0.67 -8.09 3.59 -0.407
C 1.52 -7.55 4.61 -0.342
H 1.57 -7.95 6.76 0.342
H 0.12 -7.11 6.20 0.266
H 0.87 -10.02 5.66 0.263
H -0.67 -9.43 6.30 0.331
H -1.27 -8.46 4.16 0.204
H -0.35 -9.88 3.61 0.298
H 2.50 -8.02 4.53 0.292
H 1.63 -6.47 4.45 0.242
C -9.29 -3.95 -3.16 -0.613
C -9.03 -2.63 -2.45 -0.646
C -8.01 -3.03 -1.40 0.301
O -7.26 -4.11 -1.96 -0.368
C -7.91 -4.59 -3.13 0.115
H -9.69 -3.84 -4.16 0.355
H -9.99 -4.56 -2.57 0.284
H -8.59 -1.91 -3.15 0.255
H -9.92 -2.17 -2.02 0.399
H -8.49 -3.39 -0.48 0.268
H -7.33 -2.22 -1.14 -0.365
H -7.31 -4.27 -4.00 -0.283
H -7.94 -5.68 -3.12 0.318
C 4.11 0.80 0.96 -0.717
C 3.88 1.45 -0.40 -0.042
C 3.69 0.23 -1.29 -0.496
O 3.10 -0.79 -0.47 -0.388
C 3.17 -0.39 0.90 -0.378
H 3.91 1.46 1.81 0.357
H 5.15 0.46 1.04 0.295
H 2.97 2.05 -0.37 0.218
H 4.70 2.09 -0.73 0.030
H 4.64 -0.14 -1.67 0.273
H 3.03 0.44 -2.14 0.269
H 2.16 -0.12 1.24 0.237
H 3.52 -1.24 1.50 0.314
C -5.61 -5.77 -7.20 -0.502
C -5.36 -4.44 -6.50 -0.514
C -4.35 -4.83 -5.44 -0.178
O -3.58 -5.91 -5.99 -0.428
C -4.22 -6.39 -7.17 -0.500
H -6.01 -5.68 -8.21 0.349
H -6.30 -6.38 -6.62 0.240
H -4.93 -3.73 -7.20 0.310
H -6.26 -4.00 -6.08 0.286
H -4.84 -5.18 -4.53 0.150
H -3.68 -4.00 -5.18 0.244
H -3.62 -6.08 -8.04 0.269
H -4.24 -7.48 -7.15 0.277
C 3.82 4.66 -4.41 -0.551
C 4.66 5.56 -3.50 -0.541
C 5.33 4.55 -2.59 0.068
O 5.50 3.35 -3.37 -0.395
C 4.74 3.46 -4.57 -0.407
H 3.55 5.12 -5.36 0.367
H 2.90 4.37 -3.89 0.233
H 5.40 6.10 -4.10 0.276
H 4.07 6.30 -2.95 0.374
H 4.70 4.31 -1.73 0.124
H 6.30 4.89 -2.23 -0.035
H 5.43 3.60 -5.41 0.260
H 4.19 2.53 -4.73 0.264
C 9.16 6.91 0.95 -0.541
C 10.15 6.03 0.21 -0.303
C 9.23 5.07 -0.52 -0.568
O 8.02 5.78 -0.80 -0.289
C 8.02 7.01 -0.06 -0.509
H 9.56 7.89 1.23 0.278
H 8.81 6.41 1.86 0.250
H 10.72 6.63 -0.51 0.178
H 10.87 5.53 0.86 0.332
H 8.98 4.20 0.11 0.300
H 9.66 4.70 -1.46 0.305
H 8.18 7.83 -0.76 0.289
H 7.05 7.15 0.41 0.279
C 13.90 8.52 2.99 -0.586
C 14.96 8.07 1.99 -0.561
C 14.21 6.99 1.22 -0.510
O 12.83 7.37 1.22 -0.301
C 12.63 8.43 2.16 -0.382
H 14.07 9.52 3.39 0.349
H 13.85 7.82 3.83 0.278
H 15.22 8.90 1.33 0.263
H 15.87 7.70 2.46 0.332
H 14.30 6.02 1.71 0.285
H 14.56 6.90 0.19 0.291
H 12.46 9.36 1.60 0.261
H 11.74 8.22 2.76 0.262
```



Formula: C56H70N14
Source: the Open Molecules 2025 dataset
Level of theory: ωB97M-V/def2-TZVPD

The value obtained for the total energy is -2942.2821 hartree. For the HOMO energy, the calculation gives -7.50 eV. The energy above the lowest of the compared OMol25 structures with the same formula, charge and spin is 57.8 kcal/mol.

```
140
Properties=species:S:1:pos:R:3:mulliken_charge:R:1
N -1.84 4.85 27.51 0.217
C -3.05 4.30 27.09 -0.802
C -2.99 2.96 27.35 -0.111
C -1.75 2.70 27.96 -0.455
C -1.09 3.89 28.08 -0.999
H -1.60 5.83 27.41 0.298
H -3.80 4.94 26.66 0.274
H -3.76 2.22 27.21 0.659
H -1.44 1.73 28.32 0.478
H -0.11 4.12 28.48 0.563
N -5.87 6.48 24.55 0.212
C -4.74 6.96 24.05 -0.586
C -4.06 7.68 24.95 -0.641
C -4.89 7.64 26.13 -0.786
C -5.95 6.85 25.84 -0.647
H -6.66 6.14 24.03 0.581
H -4.59 6.89 22.98 0.480
H -3.14 8.25 24.85 0.502
H -4.68 8.19 27.03 0.431
H -6.85 6.62 26.39 0.452
N -2.11 -1.74 20.28 0.133
C -2.84 -2.65 20.95 -0.068
C -4.06 -2.74 20.36 -0.907
C -4.13 -1.84 19.30 -0.622
C -2.90 -1.20 19.27 -0.521
H -1.12 -1.56 20.40 0.628
H -2.49 -3.19 21.82 0.208
H -4.84 -3.41 20.70 0.444
H -4.97 -1.67 18.65 0.546
H -2.52 -0.39 18.66 0.197
N -7.36 5.72 21.57 0.301
C -8.23 6.53 22.30 -0.522
C -8.69 5.73 23.33 -1.120
C -8.12 4.44 23.16 -0.271
C -7.30 4.46 22.10 -0.210
H -6.83 5.98 20.75 0.146
H -8.36 7.57 22.06 0.366
H -9.29 6.11 24.15 0.454
H -8.26 3.60 23.82 0.549
H -6.69 3.74 21.57 0.293
N -3.16 -1.61 26.13 0.059
C -1.87 -1.19 26.29 -0.580
C -1.04 -1.82 25.34 0.255
C -1.84 -2.81 24.70 -1.279
C -3.08 -2.65 25.17 -0.845
H -3.97 -1.33 26.68 0.257
H -1.79 -0.35 26.97 0.391
H 0.02 -1.59 25.26 0.620
H -1.58 -3.52 23.94 0.615
H -3.98 -3.18 24.87 0.452
N 1.41 2.07 24.94 0.325
C 1.16 1.84 26.29 -0.225
C 1.55 0.53 26.47 -0.561
C 2.14 0.01 25.32 -0.635
C 2.09 1.01 24.42 -0.870
H 1.16 2.92 24.48 0.317
H 0.59 2.56 26.86 0.030
H 1.47 -0.12 27.33 0.402
H 2.51 -1.00 25.17 0.605
H 2.43 0.96 23.39 0.721
N -5.84 0.44 23.97 0.594
C -6.28 -0.88 23.95 -0.762
C -7.56 -0.87 24.51 -0.981
C -7.79 0.44 24.94 -0.751
C -6.68 1.17 24.67 -0.290
H -4.92 0.69 23.64 -0.314
H -5.70 -1.67 23.49 0.636
H -8.27 -1.69 24.46 0.381
H -8.72 0.81 25.34 0.553
H -6.45 2.20 24.90 0.649
N -8.38 1.94 29.59 0.012
C -8.68 2.33 28.33 -0.804
C -7.87 3.41 28.01 0.030
C -6.91 3.55 28.99 -0.254
C -7.32 2.72 30.04 -0.864
H -9.07 1.36 30.05 0.236
H -9.54 1.90 27.85 0.386
H -7.97 4.01 27.12 0.420
H -6.14 4.30 29.08 0.467
H -6.98 2.65 31.07 0.394
N -4.59 4.78 19.56 0.743
C -4.29 6.07 19.29 -0.437
C -5.42 6.58 18.59 -0.757
C -6.25 5.53 18.22 -0.616
C -5.78 4.43 18.92 -0.761
H -4.00 4.11 20.03 0.007
H -3.35 6.49 19.63 0.423
H -5.53 7.63 18.40 0.410
H -7.15 5.74 17.65 0.368
H -6.11 3.41 19.02 0.605
N 0.92 -2.45 21.21 0.049
C 1.06 -1.85 20.00 -0.889
C 0.95 -0.48 20.14 -1.584
C 0.72 -0.24 21.52 0.780
C 0.83 -1.42 22.19 -1.073
H 0.98 -3.44 21.36 0.221
H 1.20 -2.50 19.15 0.365
H 0.94 0.30 19.39 0.768
H 0.54 0.74 21.94 0.799
H 0.90 -1.61 23.26 0.517
N -2.32 1.98 24.29 1.645
C -2.10 1.03 23.28 -0.752
C -2.76 1.39 22.14 0.205
C -3.64 2.39 22.57 -1.242
C -3.44 2.66 23.93 -1.430
H -1.81 2.08 25.15 -0.451
H -1.38 0.23 23.42 0.600
H -2.70 0.86 21.20 0.464
H -4.48 2.78 22.01 0.400
H -3.91 3.31 24.66 0.623
N 1.21 5.09 22.86 0.163
C 1.64 5.50 24.06 -0.745
C 0.71 5.44 25.05 -0.729
C -0.46 5.17 24.35 0.643
C -0.15 4.95 23.00 -1.289
H 1.76 4.85 22.05 0.218
H 2.70 5.67 24.18 0.373
H 0.77 5.53 26.12 0.375
H -1.51 5.20 24.62 0.489
H -0.77 4.66 22.16 0.417
N -1.14 2.88 17.55 0.009
C -1.30 4.19 17.77 -0.925
C -1.20 4.24 19.20 -0.527
C -1.05 3.00 19.79 0.853
C -1.04 2.10 18.69 -1.350
H -0.94 2.49 16.64 0.231
H -1.27 4.91 16.96 0.429
H -1.27 5.14 19.78 0.651
H -0.71 2.79 20.79 0.129
H -0.84 1.05 18.54 0.499
N -7.78 0.67 21.58 0.183
C -9.06 0.93 21.27 -0.510
C -9.21 0.75 19.90 -0.828
C -8.01 0.33 19.37 -0.595
C -7.07 0.34 20.45 -0.562
H -7.44 0.58 22.53 0.640
H -9.70 1.24 22.09 0.452
H -10.11 0.89 19.32 0.423
H -7.83 0.07 18.34 0.439
H -6.03 0.07 20.59 0.511
```



Formula: C56H72N3O13P
Source: the Open Molecules 2025 dataset
Level of theory: ωB97M-V/def2-TZVPD

As for the SMILES: CCCCCCCCCCCCCCCC[PH2](COC)CC(N)(N)N.O=C1C=CC(=O)C=C1.O=C1C=CC(=O)C=C1.O=C1C=CC(=O)C=C1.O=C1C=CC(=O)C=C1.O=C1C=CC(=O)C=C1.O=C1C=CC(=O)C=C1. The value obtained for the total energy is -3660.4891 hartree. For the HOMO energy, the calculation gives -7.72 eV. The energy above the lowest of the compared OMol25 structures with the same formula, charge and spin is 0.0 kcal/mol.

```
145
Properties=species:S:1:pos:R:3:mulliken_charge:R:1
C 11.76 -6.75 -0.46 -1.295
C 11.56 -5.23 -0.47 -0.290
C 10.80 -4.72 0.77 -1.040
C 10.14 -3.36 0.53 -0.431
C 8.87 -3.40 -0.34 -0.652
C 7.56 -3.14 0.43 -0.790
C 6.67 -2.12 -0.26 -0.683
C 5.43 -1.72 0.56 -0.715
C 4.10 -2.26 -0.01 -0.609
C 2.88 -1.40 0.37 -0.468
C 1.78 -1.35 -0.68 0.581
C 0.76 -2.48 -0.60 -0.092
C -0.11 -2.44 0.66 -0.552
C -1.31 -1.48 0.54 -0.481
C -2.60 -2.14 0.02 -0.573
C -3.67 -2.25 1.09 -1.277
P -5.13 -3.24 0.53 0.593
C -5.74 -1.84 -0.68 -1.127
O -5.77 -2.29 -2.04 -0.402
C -6.96 -2.98 -2.32 -0.630
C -4.69 -4.74 1.66 -1.727
C -5.46 -6.04 1.41 1.257
N -4.95 -7.05 2.34 -0.658
N -6.88 -5.81 1.68 -0.714
N -5.25 -6.60 0.07 -0.617
H 10.88 -7.25 -0.08 0.338
H 11.93 -7.11 -1.48 0.357
H 12.61 -7.04 0.15 0.307
H 12.54 -4.74 -0.49 0.331
H 11.01 -4.94 -1.36 0.349
H 10.05 -5.47 1.05 0.344
H 11.51 -4.61 1.59 0.379
H 9.89 -2.93 1.51 0.338
H 10.89 -2.70 0.09 0.228
H 8.98 -2.68 -1.15 0.404
H 8.82 -4.39 -0.80 0.462
H 7.80 -2.80 1.44 0.431
H 7.03 -4.09 0.54 0.246
H 7.28 -1.22 -0.42 0.274
H 6.38 -2.46 -1.25 0.401
H 5.35 -0.63 0.58 0.395
H 5.53 -2.05 1.59 0.380
H 4.20 -2.33 -1.10 0.455
H 3.95 -3.26 0.38 0.018
H 3.23 -0.37 0.54 0.404
H 2.51 -1.74 1.34 0.267
H 2.21 -1.30 -1.68 0.514
H 1.24 -0.40 -0.56 -1.151
H 0.13 -2.46 -1.50 0.529
H 1.28 -3.44 -0.63 -0.505
H -0.47 -3.45 0.87 0.387
H 0.49 -2.13 1.51 0.436
H -1.03 -0.67 -0.13 -0.185
H -1.50 -1.05 1.52 0.608
H -2.99 -1.53 -0.80 0.196
H -2.38 -3.11 -0.43 0.412
H -3.29 -2.68 2.02 0.607
H -4.07 -1.26 1.34 0.479
H -6.34 -3.07 1.28 0.034
H -5.08 -4.10 -0.62 -0.121
H -5.13 -0.94 -0.62 0.521
H -6.75 -1.54 -0.39 0.527
H -6.84 -3.50 -3.27 0.245
H -7.20 -3.73 -1.55 0.226
H -7.82 -2.30 -2.41 0.301
H -4.94 -4.40 2.67 0.339
H -3.62 -4.96 1.62 0.339
H -5.22 -7.96 1.98 0.301
H -5.41 -6.94 3.24 0.305
H -7.24 -5.01 1.19 0.290
H -7.41 -6.61 1.36 0.272
H -6.00 -6.34 -0.55 0.270
H -4.37 -6.32 -0.32 0.247
O 10.24 -0.16 -0.08 -0.526
C 10.65 0.26 0.98 0.468
C 11.98 0.90 1.11 -0.456
C 12.42 1.36 2.28 -0.394
C 11.59 1.25 3.51 0.307
O 11.99 1.67 4.57 -0.546
C 10.26 0.61 3.38 -0.428
C 9.82 0.15 2.21 -0.116
H 12.56 0.97 0.20 0.428
H 13.38 1.83 2.40 0.406
H 9.67 0.54 4.29 0.423
H 8.85 -0.32 2.09 0.431
O 2.49 1.97 -0.37 -0.498
C 1.65 2.80 -0.11 0.347
C 2.00 4.13 0.45 -0.451
C 1.06 5.03 0.73 -0.437
C -0.38 4.74 0.50 0.261
O -1.24 5.55 0.75 -0.466
C -0.73 3.41 -0.06 -0.397
C 0.21 2.51 -0.34 -0.167
H 3.05 4.32 0.61 0.420
H 1.29 6.00 1.14 0.444
H -1.78 3.22 -0.22 0.489
H -0.02 1.54 -0.76 0.349
O -2.77 9.33 0.32 -0.548
C -3.88 8.83 0.32 0.246
C -5.08 9.64 0.01 -0.304
C -6.30 9.10 0.01 -0.320
C -6.49 7.66 0.31 0.385
O -7.60 7.16 0.31 -0.571
C -5.29 6.85 0.62 -0.473
C -4.07 7.39 0.62 -0.394
H -4.92 10.69 -0.20 0.452
H -7.18 9.67 -0.21 0.479
H -5.46 5.80 0.83 0.458
H -3.18 6.81 0.84 0.626
O 2.67 -5.38 -0.02 -0.475
C 2.67 -6.35 -0.74 0.435
C 1.98 -6.34 -2.05 -0.162
C 1.99 -7.41 -2.84 -0.446
C 2.69 -8.66 -2.44 0.272
O 2.70 -9.63 -3.16 -0.543
C 3.38 -8.67 -1.13 -0.410
C 3.37 -7.60 -0.34 -0.451
H 1.48 -5.42 -2.32 0.486
H 1.50 -7.43 -3.80 0.421
H 3.88 -9.59 -0.86 0.404
H 3.87 -7.58 0.63 0.427
O -8.30 3.62 -4.40 -0.555
C -8.17 2.91 -3.43 0.267
C -8.76 3.27 -2.12 -0.435
C -8.61 2.49 -1.06 -0.537
C -7.85 1.22 -1.13 0.588
O -7.72 0.51 -0.16 -0.544
C -7.25 0.85 -2.44 -0.127
C -7.40 1.64 -3.51 -0.567
H -9.31 4.21 -2.09 0.446
H -9.03 2.74 -0.09 0.452
H -6.69 -0.07 -2.49 0.541
H -6.98 1.40 -4.47 0.450
O -7.30 12.03 -0.32 -0.468
C -8.20 12.82 -0.14 0.381
C -8.04 13.99 0.75 -0.321
C -9.04 14.85 0.94 -0.379
C -10.35 14.67 0.27 0.338
O -11.26 15.46 0.44 -0.536
C -10.51 13.49 -0.62 -0.396
C -9.51 12.63 -0.81 -0.264
H -7.07 14.10 1.22 0.417
H -8.94 15.71 1.59 0.398
H -11.48 13.38 -1.10 0.400
H -9.61 11.77 -1.46 0.430
```